{"formula": "C17H31ClN6O", "method": "the ωB97M-V functional and the def2-TZVPD basis", "energy_ha": -1530.3916, "lumo_ev": 0.7441, "charge": 0, "smiles": "CCCCCCCCNc1nc(Cl)nc(NCCN2CCOCC2)n1", "gap_ev": 9.2, "de_lowest_ev": 0.054, "symbols": ["C", "C", "C", "C", "C", "C", "C", "C", "N", "C", "N", "C", "Cl", "N", "C", "N", "C", "C", "N", "C", "C", "O", "C", "C", "N", "H", "H", "H", "H", "H", "H", "H", "H", "H", "H", "H", "H", "H", "H", "H", "H", "H", "H", "H", "H", "H", "H", "H", "H", "H", "H", "H", "H", "H", "H", "H"], "positions_angstrom": [[-7.294, 0.059, 0.735], [-6.754, -1.281, 0.248], [-5.291, -1.215, -0.192], [-4.333, -0.927, 0.963], [-2.862, -1.103, 0.584], [-2.380, -0.083, -0.446], [-0.877, -0.201, -0.693], [-0.385, 0.742, -1.796], [-0.550, 2.132, -1.452], [0.390, 2.861, -0.845], [0.022, 4.099, -0.459], [0.982, 4.789, 0.107], [0.573, 6.362, 0.631], [2.218, 4.409, 0.325], [2.490, 3.161, -0.101], [3.751, 2.742, 0.058], [4.153, 1.386, -0.207], [3.801, 0.450, 0.974], [3.969, -0.963, 0.742], [5.331, -1.392, 0.487], [5.371, -2.921, 0.563], [4.490, -3.502, -0.370], [3.171, -3.058, -0.152], [3.077, -1.534, -0.251], [1.608, 2.350, -0.680], [-6.783, 0.381, 1.639], [-7.160, 0.823, -0.028], [-8.356, -0.020, 0.957], [-6.859, -2.024, 1.042], [-7.357, -1.617, -0.599], [-5.189, -0.445, -0.958], [-5.019, -2.173, -0.642], [-4.485, 0.092, 1.324], [-4.562, -1.609, 1.786], [-2.706, -2.112, 0.195], [-2.254, -1.001, 1.487], [-2.908, -0.238, -1.389], [-2.614, 0.921, -0.086], [-0.636, -1.226, -0.983], [-0.336, 0.026, 0.228], [0.681, 0.583, -1.966], [-0.933, 0.549, -2.723], [-1.469, 2.544, -1.482], [4.344, 3.342, 0.610], [5.226, 1.374, -0.404], [3.611, 1.060, -1.097], [2.752, 0.619, 1.229], [4.413, 0.719, 1.840], [5.988, -0.970, 1.250], [5.687, -1.078, -0.509], [6.366, -3.297, 0.320], [5.096, -3.235, 1.581], [2.558, -3.537, -0.917], [2.831, -3.375, 0.845], [2.057, -1.209, -0.043], [3.347, -1.233, -1.277]]}

{"formula": "C6H12N2O2", "method": "the ωB97M-V functional and the def2-TZVPD basis", "energy_ha": -495.8076, "lumo_ev": 0.6535, "charge": 0, "smiles": "O=C(O)CN1CCNCC1", "gap_ev": 8.6, "de_lowest_ev": 0.815, "symbols": ["O", "C", "O", "C", "N", "C", "C", "N", "C", "C", "H", "H", "H", "H", "H", "H", "H", "H", "H", "H", "H", "H"], "positions_angstrom": [[-1.628, -1.091, 1.134], [-1.968, -0.214, 0.382], [-3.000, -0.355, -0.460], [-1.319, 1.159, 0.250], [0.108, 1.173, 0.033], [0.545, 0.628, -1.236], [0.644, -0.913, -1.253], [1.105, -1.460, 0.020], [1.827, -0.468, 0.791], [0.940, 0.737, 1.156], [-3.414, -1.228, -0.358], [-1.528, 1.711, 1.172], [-1.802, 1.678, -0.582], [1.529, 1.060, -1.440], [-0.137, 0.969, -2.017], [-0.323, -1.354, -1.504], [1.357, -1.213, -2.032], [0.312, -1.773, 0.574], [2.193, -0.941, 1.704], [2.691, -0.147, 0.203], [1.568, 1.583, 1.467], [0.301, 0.458, 1.996]]}

{"formula": "C20H21BrMgN8S2", "method": "the ωB97M-V functional and the def2-TZVPD basis", "energy_ha": -4782.9348, "lumo_ev": -6.1652, "charge": 2, "gap_ev": 8.0, "symbols": ["Mg", "N", "C", "N", "C", "N", "C", "C", "N", "C", "C", "N", "H", "H", "H", "H", "H", "Br", "C", "C", "C", "C", "N", "C", "H", "H", "H", "H", "N", "C", "N", "C", "C", "C", "C", "C", "C", "S", "H", "H", "H", "H", "H", "H", "C", "S", "C", "H", "H", "H", "H", "H", "H"], "positions_angstrom": [[-0.355, -0.138, 0.333], [0.141, -1.672, 4.278], [-0.767, -1.509, 3.312], [-0.196, -0.898, 2.292], [1.092, -0.702, 2.716], [1.323, -1.166, 3.919], [2.042, 0.057, 1.915], [3.373, 0.238, 2.284], [4.163, 1.052, 1.602], [3.650, 1.696, 0.563], [2.343, 1.475, 0.147], [1.540, 0.646, 0.817], [0.035, -2.098, 5.186], [-1.798, -1.813, 3.377], [3.793, -0.278, 3.138], [4.293, 2.394, 0.042], [1.937, 1.961, -0.730], [-1.481, 5.364, 1.714], [-2.114, 3.600, 1.559], [-3.408, 3.261, 1.923], [-3.805, 1.938, 1.800], [-2.899, 1.008, 1.330], [-1.653, 1.337, 0.963], [-1.272, 2.611, 1.075], [-4.087, 4.014, 2.302], [-4.809, 1.635, 2.066], [-3.168, -0.041, 1.250], [-0.263, 2.861, 0.767], [-2.558, 0.763, -1.970], [-1.266, 0.715, -2.372], [-0.317, 0.067, -1.719], [0.868, 0.055, -2.465], [2.008, -0.688, -2.172], [3.114, -0.569, -2.994], [3.090, 0.267, -4.110], [1.946, 0.969, -4.445], [0.836, 0.838, -3.624], [-0.761, 1.515, -3.827], [-2.898, -0.035, -1.455], [-3.226, 1.176, -2.601], [2.013, -1.365, -1.325], [4.009, -1.139, -2.778], [3.967, 0.352, -4.736], [1.912, 1.582, -5.336], [-0.915, -3.087, -1.743], [-1.712, -2.442, -0.249], [-1.402, -3.838, 0.861], [-1.458, -3.968, -2.075], [0.122, -3.340, -1.531], [-0.961, -2.321, -2.512], [-0.332, -4.009, 0.956], [-1.892, -4.718, 0.452], [-1.839, -3.611, 1.829]]}